(1)
This record from the OMol25 dataset describes a cluster of 4 separate species, C25H48BN3O13PS in total. The level of theory is the ωB97M-V functional and the def2-TZVPD basis.

Its charge is +1. The calculation puts the total energy at -78579.2193 eV. The LUMO energy comes out at -4.54 eV. The HOMO energy comes out at -12.42 eV. The gap between HOMO and LUMO comes out at 7.88 eV.

Last column: Mulliken charge in e.
Element x y z (Å)
C -0.2595 -6.0546 -3.3866  -0.51
C -1.8740 -5.8022 -3.5898  -0.37
C -2.6081 -5.5428 -2.1459  -0.83
C -1.9511 -4.2651 -1.2898  -0.37
C -1.7994 -2.8964 -2.1813  1.49
C -3.1597 -1.9783 -2.2713  -0.89
C -3.1536 -0.6407 -1.3218  -0.63
C -1.9221 0.4102 -1.6290  -0.48
C -1.2499 0.9787 -0.2071  -0.15
C 0.3521 1.3404 -0.3908  -0.40
N 1.2756 0.3250 0.2411  0.14
C 1.1842 -1.1213 -0.2351  -0.80
N 0.7377 -2.2567 0.3945  0.21
P 0.0825 -2.1582 2.0479  0.38
O 1.2414 -2.7235 3.0123  -0.62
N 1.7460 -1.0294 -1.6356  0.72
O 2.3215 -2.2346 -1.9417  -0.39
B 2.3586 -2.3720 -3.4332  0.41
O 1.0889 -2.2354 -4.1890  -0.47
O 3.6760 -2.5896 -4.1198  -0.47
C 2.8941 -0.0064 -1.6361  -0.90
C 2.7689 0.6052 -0.0868  0.23
S 3.7035 -0.6573 0.9863  -0.13
H 0.1118 -6.9275 -4.0983  0.34
H -0.0798 -6.3748 -2.2651  0.21
H 0.2856 -5.0249 -3.5968  -0.14
H -2.0469 -4.8679 -4.3040  0.28
H -2.3421 -6.7827 -4.0639  0.33
H -2.4294 -6.5163 -1.4787  0.35
H -3.7705 -5.4017 -2.2367  0.31
H -0.8643 -4.6487 -0.9812  -0.02
H -2.5213 -4.0744 -0.2702  0.24
H -0.9866 -2.2225 -1.6244  -1.13
H -1.3371 -3.0832 -3.2657  0.04
H -4.1043 -2.6054 -1.9790  0.34
H -3.3298 -1.6065 -3.3903  0.28
H -4.1590 -0.0383 -1.5144  0.35
H -3.1899 -0.9808 -0.2011  0.25
H -1.0386 -0.0467 -2.2457  0.17
H -2.3281 1.3344 -2.2624  0.42
H -1.8826 1.9526 0.0511  0.04
H -1.4224 0.2397 0.6966  0.09
H 0.5190 1.4580 -1.5660  0.19
H 0.5064 2.4394 0.0468  0.37
H 0.7802 -3.1920 -0.0695  0.30
H -1.0428 -3.0777 2.2002  0.18
H -0.2183 -0.8228 2.4980  0.16
H 1.2381 -2.6309 -5.0974  0.30
H 4.0383 -1.6817 -4.3840  0.32
H 3.9789 -0.3868 -1.8552  0.25
H 2.5305 0.7063 -2.5221  0.36
H 3.1864 1.6784 0.1203  0.42
H 4.2639 -1.6108 0.1099  0.18
C -0.7773 6.0209 2.7126  -1.46
C -2.1960 5.9972 2.1802  0.65
C -3.1645 5.2846 3.0734  -0.33
O -4.1631 4.8604 2.1610  -0.35
C -3.5419 4.7147 0.9518  0.62
O -4.0439 4.1887 -0.0248  -0.60
O -2.2772 5.2386 0.9844  -0.35
H -0.7035 6.6432 3.6070  0.37
H -0.4293 5.0107 2.9583  0.32
H -0.0910 6.4111 1.9534  0.38
H -2.5287 7.0170 1.9517  0.26
H -3.5933 5.9432 3.8359  0.38
H -2.7431 4.4000 3.5606  0.25
C 7.5323 -4.9933 -2.3888  -1.41
C 7.8306 -3.6818 -3.0870  0.50
C 6.9922 -3.4412 -4.3047  0.01
O 7.8142 -2.5794 -5.0736  -0.31
C 9.1044 -2.8645 -4.7225  0.64
O 10.0882 -2.4516 -5.3092  -0.54
O 9.1442 -3.6786 -3.6222  -0.34
H 6.5389 -4.9800 -1.9354  0.35
H 7.5876 -5.8360 -3.0880  0.36
H 8.2746 -5.1873 -1.6072  0.36
H 7.7589 -2.8516 -2.3738  0.26
H 6.0395 -2.9561 -4.0679  -0.14
H 6.7975 -4.3457 -4.8892  0.32
C -5.2002 6.7546 8.9131  -1.47
C -4.7494 7.0751 7.5023  0.51
C -5.3673 6.1983 6.4568  -0.62
O -4.4028 6.2383 5.4186  -0.30
C -3.1979 6.4692 6.0220  0.64
O -2.1182 6.3844 5.4656  -0.52
O -3.3660 6.8080 7.3380  -0.33
H -6.2539 7.0039 9.0552  0.38
H -5.0569 5.6923 9.1433  0.35
H -4.6037 7.3146 9.6412  0.36
H -4.9115 8.1386 7.2884  0.25
H -6.3301 6.5824 6.1040  0.35
H -5.4913 5.1582 6.7735  0.30

(2)
This record from the OMol25 dataset describes a cluster of 2 separate species, C18H37Cl2FN4O2 in total. The level of theory is the ωB97M-V functional and the def2-TZVPD basis.

The calculation puts the total energy at -57079.4730 eV. The LUMO energy comes out at 0.35 eV. The HOMO energy comes out at -8.69 eV. The gap between HOMO and LUMO comes out at 9.04 eV. As for the SMILES: CNC[C@@H](CO[C@H](F)CCN)N(CCCCCN)/C(Cl)=C(\C)Cl.CC(C)=O.

Last column: Mulliken charge in e.
Element x y z (Å)
C 3.6911 3.3544 -0.1781  -0.81
N 2.5769 2.6340 -0.8533  -0.13
C 2.0195 1.6874 0.1445  -1.25
C 1.2160 0.4448 -0.5237  0.36
C 2.2112 -0.5704 -1.2375  -0.82
O 3.0382 0.0664 -2.2650  -0.35
C 4.4043 0.1016 -1.8642  0.51
F 5.0233 1.1353 -2.6601  -0.38
C 5.2261 -1.2319 -2.1509  -0.76
C 4.4649 -2.2914 -3.0797  -0.34
N 4.1977 -1.7649 -4.4502  -0.64
N 0.3895 -0.1328 0.5645  0.68
C -0.9808 0.4240 0.6461  -0.62
C -1.9355 0.1431 -0.6059  -0.30
C -3.1094 -0.9086 -0.2019  -0.96
C -4.5786 -0.2805 -0.2827  -0.29
C -5.0270 -0.2395 -1.8369  -0.59
N -4.9910 1.1566 -2.4170  -0.71
C 0.4512 -1.5803 0.6624  0.01
Cl -0.3220 -2.7903 -0.4517  -0.14
C 1.1588 -2.1089 1.7716  0.15
C 1.8628 -1.1943 2.8683  -0.98
Cl 1.2556 -3.9059 2.0173  -0.22
H 3.2440 4.0291 0.6397  0.33
H 4.3405 3.9692 -0.8787  0.29
H 4.4063 2.6524 0.3795  0.23
H 1.8730 3.2721 -1.2313  0.28
H 2.7701 1.3327 0.9256  0.42
H 1.2157 2.2626 0.7425  0.33
H 0.5898 0.9250 -1.3613  0.04
H 1.6834 -1.4259 -1.7888  0.21
H 2.9255 -1.0398 -0.4712  0.42
H 4.4885 0.4186 -0.7787  0.16
H 5.4531 -1.7455 -1.1582  0.32
H 6.2449 -1.0136 -2.6252  0.37
H 5.1697 -3.1907 -3.1856  0.33
H 3.5390 -2.6658 -2.5363  0.10
H 3.2033 -1.8952 -4.6594  0.28
H 4.4266 -0.7689 -4.5242  0.31
H -0.9226 1.5582 0.8053  0.46
H -1.4677 0.0052 1.5790  -0.28
H -1.3884 -0.1811 -1.5502  0.33
H -2.4843 1.1156 -0.8592  0.32
H -3.0153 -1.7898 -0.9324  0.42
H -2.9443 -1.3624 0.8333  0.38
H -5.2821 -0.9288 0.3531  0.29
H -4.5301 0.7587 0.1644  0.21
H -4.2310 -0.8326 -2.4091  0.26
H -6.0308 -0.7438 -2.0174  0.28
H -4.0251 1.2868 -2.7602  0.32
H -5.0820 1.8270 -1.6426  0.28
H 2.9668 -1.1490 2.6162  0.21
H 1.3650 -0.1842 2.9900  0.24
H 1.7813 -1.7123 3.8887  0.40
C -5.3716 0.0138 4.2145  -1.28
C -4.4760 0.7876 3.2841  0.93
C -3.0112 0.8469 3.6248  -0.92
O -4.9201 1.3423 2.2977  -0.56
H -6.3982 0.0563 3.8466  0.34
H -5.0555 -1.0309 4.2515  0.32
H -5.3389 0.4537 5.2133  0.37
H -2.5905 -0.1612 3.6358  0.24
H -2.8750 1.3234 4.5978  0.51
H -2.4884 1.4365 2.8705  0.12

(3)
This record from the OMol25 dataset describes an isolated molecule of C3H2N2OS. The level of theory is the ωB97M-V functional and the def2-TZVPD basis.

The calculation puts the total energy at -19002.4324 eV. The LUMO energy comes out at -0.52 eV. The HOMO energy comes out at -10.23 eV. The gap between HOMO and LUMO comes out at 9.71 eV. As for the SMILES: C=NSC(=O)C#N. The relative energy (zero: lowest compared OMol25 entry of this formula, charge and spin) comes out at 3.120 eV.

Last column: Mulliken charge in e.
Element x y z (Å)
C -1.5583 -0.3970 -1.1850  -0.20
N -0.5044 -0.5480 -0.3179  -0.29
S -0.6466 0.6943 1.0653  -0.03
C 1.0782 0.5787 1.4033  0.40
O 1.6613 0.9856 2.3332  -0.42
C 1.6991 0.1732 0.2443  0.38
N 2.3827 -0.2864 -0.5602  -0.33
H -1.3784 -1.2443 -1.9365  0.26
H -2.7337 0.0439 -1.0466  0.23

(4)
This record from the OMol25 dataset describes a structure of composition C5H6O2. The level of theory is the ωB97M-V functional and the def2-TZVPD basis.

The calculation puts the total energy at -9372.6177 eV. The LUMO energy comes out at 0.62 eV. The HOMO energy comes out at -9.58 eV. The gap between HOMO and LUMO comes out at 10.20 eV. The relative energy (zero: lowest compared OMol25 entry of this formula, charge and spin) comes out at 4.478 eV.

Last column: Mulliken charge in e.
Element x y z (Å)
O -1.7638 -1.3860 -1.6342  -0.51
C -1.9687 -0.5381 -0.5303  -0.61
C -0.7090 -0.1260 0.0968  -0.17
C 0.3253 -0.1001 0.7402  0.33
C 1.4553 0.7114 1.2227  -0.36
C 1.7787 0.8497 -0.2271  0.15
O 2.4515 -0.1728 -0.5153  -0.52
H -1.1552 -2.0756 -1.3379  0.33
H -2.5509 -1.0319 0.2625  0.24
H -2.5580 0.3142 -0.8856  0.30
H 2.3543 0.2471 1.5883  0.28
H 1.1743 1.5024 1.9074  0.27
H 1.1661 1.8059 -0.6875  0.28

(5)
This record from the OMol25 dataset describes a cluster of 3 separate species, C26H42F13N5O9P in total. The level of theory is the ωB97M-V functional and the def2-TZVPD basis.

Its charge is +1. The calculation puts the total energy at -98110.8091 eV. The LUMO energy comes out at -5.97 eV. The HOMO energy comes out at -9.91 eV. The gap between HOMO and LUMO comes out at 3.93 eV.

Last column: Mulliken charge in e.
Element x y z (Å)
C -3.5431 4.2855 -5.9210  -0.97
P -2.3005 3.7447 -4.5748  0.53
O -2.6098 4.7487 -3.1725  -0.50
C -0.4710 4.0846 -5.1040  -0.25
C -0.3479 3.9097 -6.7188  -1.41
N 0.9176 3.2961 -7.2389  0.27
C 1.1658 3.5507 -8.7060  0.61
F 1.1020 5.0116 -9.0869  -0.32
F 2.4709 3.0636 -9.2197  -0.32
C 0.0116 2.8277 -9.6775  0.59
F -1.2168 3.7036 -9.7600  -0.28
F -0.3270 1.5355 -9.0270  -0.25
C 0.5208 2.6571 -11.2451  0.57
F -0.7172 2.5176 -12.1002  -0.24
F 1.2675 1.3872 -11.4140  -0.21
F 1.2460 3.8331 -11.7782  -0.20
C 2.1303 3.5328 -6.3716  -0.07
O 2.8369 4.8246 -6.6648  -0.33
C 2.2428 5.9422 -5.9278  0.54
N 1.8218 6.8206 -5.0423  -0.47
C 1.9227 3.2444 -4.7724  -0.59
N 0.5058 3.3067 -4.2671  0.37
C 0.0401 1.8747 -3.9287  -0.66
O -0.2023 1.1006 -5.0232  -0.47
C -0.0850 1.3366 -2.3854  1.12
F -0.3457 2.3950 -1.3734  -0.31
F 1.2738 0.7761 -2.0351  -0.33
C -1.1462 0.1090 -2.1562  0.52
F -0.9075 -0.3824 -0.7475  -0.19
F -0.7947 -1.0738 -3.0274  -0.25
C -2.7134 0.4690 -2.4681  0.94
F -3.1702 1.7773 -1.8932  -0.24
F -2.9481 0.5999 -3.9551  -0.25
C -3.7986 -0.6557 -1.9513  -0.04
O -4.9338 -0.7814 -2.6920  -0.42
O -3.6814 -1.4931 -0.7483  -0.40
H -3.3621 5.3958 -6.2579  0.33
H -3.4703 3.5448 -6.8332  0.35
H -4.6238 4.2390 -5.4184  0.36
H -1.9905 5.5472 -3.3140  0.33
H -0.2904 5.2363 -4.8628  0.73
H -1.2413 3.1935 -7.0564  0.29
H -0.6227 4.9678 -7.1985  0.29
H 2.9249 2.7120 -6.7288  0.48
H 2.6135 3.9125 -4.0638  0.40
H 2.2948 2.1282 -4.5638  0.35
H 0.5471 3.7934 -3.3206  0.65
H -3.8708 -0.9722 0.0886  0.36
C 0.0709 -2.1489 2.8304  -0.58
O -0.2054 -1.1164 3.7698  -0.33
C 0.6372 -1.1526 4.9315  -0.90
C 1.6921 -0.0295 4.8892  -0.08
N 2.7075 -0.2834 3.8626  -0.32
C 3.5233 0.8840 3.5075  -0.79
C 2.8115 2.1750 3.0508  -0.46
O 2.2007 2.0931 1.7624  -0.43
C 0.9641 1.3977 1.7380  0.10
H -0.7749 -2.2089 2.1380  0.20
H 0.9618 -1.9215 2.2432  0.29
H 0.1749 -3.1224 3.3217  0.25
H 1.0928 -2.1331 5.0864  0.48
H -0.0230 -0.9602 5.7891  0.29
H 2.1813 0.0434 5.8660  0.45
H 1.1579 0.9031 4.7043  0.12
H 2.2509 -0.6100 3.0188  0.08
H 4.1904 0.5617 2.6969  0.38
H 4.1647 1.1225 4.3639  0.41
H 3.5833 2.9475 2.9571  0.37
H 2.1023 2.5593 3.7922  0.35
H 0.3578 1.5920 2.6285  0.29
H 1.1457 0.3307 1.6094  0.01
H 0.4022 1.7386 0.8666  -0.17
C -2.5430 -7.2097 6.6406  -0.69
O -2.3542 -6.6266 7.9248  -0.32
C -1.3099 -7.2450 8.6916  -0.81
C -0.0555 -6.3510 8.7463  -0.13
N 0.6201 -6.2916 7.4465  -0.32
C 1.5900 -5.1983 7.3108  -0.84
C 1.1208 -3.7529 7.5805  -0.55
O 0.2402 -3.2194 6.5906  -0.22
C -1.0999 -3.6763 6.6841  -0.64
H -3.5098 -6.8701 6.2558  0.23
H -1.7749 -6.8798 5.9395  0.28
H -2.5665 -8.3035 6.6952  0.33
H -1.0762 -8.2529 8.3420  0.39
H -1.7010 -7.3368 9.7149  0.39
H 0.6394 -6.7491 9.4929  0.39
H -0.3815 -5.3636 9.0753  0.12
H -0.0746 -6.1813 6.7169  0.10
H 1.9672 -5.2440 6.2804  0.38
H 2.4416 -5.4173 7.9653  0.41
H 2.0132 -3.1175 7.5472  0.34
H 0.7032 -3.6175 8.5841  0.41
H -1.4322 -3.7869 7.7213  0.33
H -1.2083 -4.6106 6.1333  0.06
H -1.7427 -2.9383 6.2010  0.39

(6)
This record from the OMol25 dataset describes a cluster of 2 separate species, C5H8N2O in total. The level of theory is the ωB97M-V functional and the def2-TZVPD basis.

The calculation puts the total energy at -10338.4083 eV. The LUMO energy comes out at 0.49 eV. The HOMO energy comes out at -8.86 eV. The gap between HOMO and LUMO comes out at 9.35 eV. As for the SMILES: [H]/N=C/C(C)=C=N.C=O. The relative energy (zero: lowest compared OMol25 entry of this formula, charge and spin) comes out at 4.318 eV.

Last column: Mulliken charge in e.
Element x y z (Å)
H 0.1692 -1.6853 2.7141  0.25
N -0.2206 -0.9951 2.0739  -0.60
C 0.0167 -1.2346 0.8571  -0.38
C -0.0578 -0.1794 -0.2908  0.77
C 0.4163 -0.6311 -1.6490  -1.28
C -1.3179 0.1875 -0.0738  0.08
N -2.2667 0.9150 0.1228  -0.48
H 0.6220 -2.0914 0.5234  0.37
H -0.2681 -0.3436 -2.4467  0.33
H 0.5802 -1.7078 -1.6856  0.38
H 1.3546 -0.1400 -1.8683  0.33
H -3.1883 0.5703 0.3561  0.29
C 0.9836 1.7326 0.3150  -0.07
O 1.3421 2.1016 -0.8066  -0.52
H 0.1647 2.2705 0.8485  0.28
H 1.6699 1.2307 1.0099  0.26

(7)
This record from the OMol25 dataset describes a cluster of 2 separate species, C5H15N3 in total. The level of theory is the ωB97M-V functional and the def2-TZVPD basis.

The calculation puts the total energy at -9897.6129 eV. The LUMO energy comes out at 0.93 eV. The HOMO energy comes out at -8.60 eV. The gap between HOMO and LUMO comes out at 9.53 eV. As for the SMILES: CN[C@H](C)N.[H]/N=C\C. The relative energy (zero: lowest compared OMol25 entry of this formula, charge and spin) comes out at 1.538 eV.

Last column: Mulliken charge in e.
Element x y z (Å)
C 1.3325 -0.5068 1.8131  -1.09
N 0.1115 -0.3387 1.0479  -0.40
C -0.8224 0.7770 1.5546  0.23
C -1.9877 0.8853 0.5909  -1.19
N -0.1581 2.0385 1.6574  -0.66
H 1.8393 -1.4167 1.4892  0.35
H 1.1642 -0.5796 2.8996  0.34
H 1.9936 0.3411 1.6246  0.33
H -0.4248 -1.2015 1.0630  0.25
H -1.1648 0.5107 2.5710  0.30
H -2.6956 0.0729 0.7497  0.33
H -2.4957 1.8374 0.7333  0.40
H -1.6205 0.8141 -0.4450  0.22
H 0.6174 2.0108 2.3073  0.26
H 0.1797 2.3343 0.7494  0.24
H -1.1706 -0.2375 -3.1698  0.17
N -0.8511 -0.1198 -2.2050  -0.54
C 0.2582 -0.6480 -1.9348  0.35
C 1.1647 -1.3566 -2.8927  -1.07
H 0.5199 -0.5969 -0.8225  0.32
H 1.3155 -2.3850 -2.5652  0.26
H 0.7567 -1.3677 -3.9045  0.32
H 2.1380 -0.8672 -2.9116  0.26

(8)
This record from the OMol25 dataset describes a structure of composition C12H18O9S. The level of theory is the ωB97M-V functional and the def2-TZVPD basis.

Its charge is -2. The calculation puts the total energy at -41990.1737 eV. The LUMO energy comes out at 4.46 eV. The HOMO energy comes out at 1.42 eV. The gap between HOMO and LUMO comes out at 3.04 eV.

Last column: Mulliken charge in e.
Element x y z (Å)
C 2.6417 -0.3213 0.9230  -1.70
C 2.3520 -0.3789 -0.5641  0.97
C 1.1939 -1.3612 -0.7564  -1.81
C 1.8841 0.9477 -1.1921  -1.11
C 2.0649 2.1986 -0.3702  -0.94
C 1.0252 2.3292 0.6752  0.03
C -0.1648 1.7535 0.8057  1.73
O -0.7029 0.8965 -0.0353  0.01
C -1.4572 -0.2497 0.4977  -0.91
C -2.6164 -0.5688 -0.3904  -0.12
C -2.3057 -0.4210 -1.8442  -1.58
O -3.7609 0.2492 -0.0761  -0.37
C -0.7858 2.3063 2.0636  0.24
O -1.8438 2.0987 2.6088  -0.56
O 0.1041 3.2214 2.5911  -0.35
C 1.2451 3.2343 1.8007  -0.38
O 2.2124 3.9130 2.0666  -0.66
H 3.4548 0.3472 1.1727  0.45
H 2.8921 -1.3093 1.2757  0.50
H 1.7515 0.0003 1.4376  0.20
H 3.2102 -0.7725 -1.0894  0.53
H 0.5314 -1.2967 0.0895  0.12
H 1.5602 -2.3727 -0.7842  0.53
H 0.6225 -1.1722 -1.6518  0.23
H 0.8537 0.8227 -1.4745  0.31
H 2.4340 1.0828 -2.1149  0.40
H 3.0302 2.2294 0.1103  0.25
H 2.0218 3.0785 -1.0027  0.67
H -1.8412 -0.0250 1.4814  0.58
H -0.8166 -1.1217 0.5390  0.31
H -2.8386 -1.6139 -0.2200  0.70
H -3.2133 -0.6120 -2.3994  0.47
H -1.9750 0.5731 -2.1058  0.18
H -1.5959 -1.1765 -2.1436  0.28
H -3.6126 0.6895 0.7627  0.19
O -1.9938 -2.0390 0.0493  -0.16
S -1.5117 -3.4578 -0.1387  1.16
O -2.5553 -4.3946 0.3483  -0.81
O -0.2522 -3.6291 0.6416  -0.78
O -1.2421 -3.6778 -1.5868  -0.79